(1)
{
  "formula": "C36H48GeIrNS3",
  "method": "ωB97M-V with the def2-TZVPD basis set",
  "spin_multiplicity": 5,
  "orbital_gap_ev": [6.251, 3.666],
  "charge": 2,
  "s2": 6.022,
  "e_tot_ha": -4830.3335,
  "lumo_energy_ev": [-5.247, -7.987],
  "homo_energy_ev": [-11.50, -11.65],
  "species": ["Ir", "C", "C", "S", "C", "C", "S", "C", "C", "S", "H", "H", "H", "H", "H", "H", "H", "H", "H", "H", "H", "H", "C", "N", "C", "C", "C", "C", "C", "C", "C", "C", "H", "H", "H", "H", "H", "H", "H", "H", "H", "H", "H", "H", "C", "C", "C", "C", "H", "H", "H", "H", "H", "H", "H", "H", "H", "C", "Ge", "C", "C", "C", "C", "C", "C", "C", "C", "C", "C", "C", "C", "C", "C", "C", "C", "H", "H", "H", "H", "H", "H", "H", "H", "H", "H", "H", "H", "H", "H", "H"],
  "positions_angstrom": [[-1.79, 0.68, -1.19], [5.37, 0.61, 5.86], [4.91, 2.02, 6.31], [4.05, 2.88, 4.90], [5.33, 4.06, 4.47], [5.51, 4.01, 2.96], [5.05, 2.45, 2.19], [6.64, 1.61, 2.13], [6.67, 0.54, 3.16], [5.03, 0.42, 4.06], [4.93, -0.26, 6.42], [6.44, 0.48, 6.02], [5.67, 2.60, 6.81], [4.03, 1.85, 7.01], [6.33, 3.85, 4.97], [5.02, 5.04, 4.81], [6.52, 4.21, 2.57], [4.88, 4.71, 2.42], [7.46, 2.32, 2.38], [6.83, 1.16, 1.11], [7.50, 0.77, 3.87], [6.77, -0.45, 2.74], [-2.33, 2.25, -3.62], [-1.36, 1.18, -3.30], [-1.73, 0.13, -4.30], [0.04, 1.66, -3.43], [0.50, 2.19, -2.08], [1.70, 2.85, -1.92], [2.03, 3.44, -0.74], [1.30, 3.20, 0.43], [0.24, 2.34, 0.29], [-0.23, 1.88, -0.96], [-2.31, 2.48, -4.68], [-2.10, 3.14, -3.08], [-3.33, 1.92, -3.31], [-1.58, 0.50, -5.29], [-2.74, -0.21, -4.14], [-1.07, -0.75, -4.16], [0.11, 2.41, -4.21], [0.60, 0.73, -3.54], [2.24, 3.19, -2.82], [2.82, 4.22, -0.79], [1.49, 3.65, 1.42], [-0.41, 2.07, 1.14], [-5.49, 2.76, -0.03], [-4.66, 1.58, -0.60], [-5.53, 0.36, -0.31], [-3.27, 1.53, -0.04], [-6.46, 2.83, -0.50], [-5.02, 3.77, -0.08], [-5.58, 2.58, 1.05], [-4.56, 1.71, -1.71], [-5.84, 0.35, 0.72], [-5.07, -0.64, -0.43], [-6.45, 0.50, -0.95], [-3.23, 0.81, 0.81], [-2.79, 2.50, 0.26], [-1.00, -1.56, 1.65], [-1.55, -1.50, -0.28], [0.10, -1.87, -1.33], [-0.07, -2.50, -2.62], [1.02, -2.61, -3.52], [2.19, -1.97, -3.24], [2.42, -1.43, -1.96], [1.35, -1.37, -1.03], [-2.84, -2.86, -0.84], [-3.73, -2.40, -1.76], [-4.61, -3.29, -2.41], [-4.78, -4.59, -1.94], [-3.89, -5.03, -0.92], [-4.02, -6.35, -0.41], [-3.01, -6.86, 0.42], [-1.94, -6.08, 0.89], [-1.86, -4.75, 0.49], [-2.83, -4.24, -0.41], [-0.06, -2.06, 1.82], [-1.82, -2.05, 2.18], [-0.98, -0.50, 2.01], [-1.06, -2.83, -2.92], [0.88, -3.09, -4.48], [3.04, -1.97, -4.00], [3.36, -0.95, -1.60], [1.60, -1.04, -0.01], [-3.70, -1.36, -2.01], [-5.27, -2.93, -3.19], [-5.60, -5.26, -2.26], [-4.93, -6.94, -0.62], [-3.14, -7.96, 0.74], [-1.24, -6.41, 1.62], [-1.12, -4.07, 0.86]],
  "mulliken_spin": [1.755, -0.013, -0.007, 0.253, -0.017, 0.023, 0.122, 0.001, -0.018, 0.613, 0.008, 0.006, -0.001, 0.000, -0.005, 0.017, 0.007, 0.001, 0.000, -0.002, -0.004, 0.016, 0.002, 0.094, 0.011, 0.012, 0.029, -0.032, 0.090, -0.035, -0.042, 0.356, 0.005, 0.004, -0.010, 0.004, 0.014, -0.009, 0.000, 0.003, 0.004, 0.004, -0.001, 0.018, 0.010, -0.011, 0.025, 0.146, -0.001, 0.001, -0.001, -0.018, 0.002, -0.006, 0.001, 0.041, 0.008, 0.022, 0.362, 0.004, 0.025, 0.004, 0.004, 0.002, -0.006, -0.178, 0.106, 0.043, 0.003, 0.006, 0.000, 0.000, -0.001, 0.002, 0.023, 0.002, 0.002, 0.010, -0.004, 0.000, 0.000, 0.000, 0.001, 0.100, 0.003, 0.000, 0.001, 0.000, 0.000, -0.008]
}

---

(2)
{
  "formula": "C36H49BBrN2O4ReS4Si",
  "method": "ωB97M-V with the def2-TZVPD basis set",
  "spin_multiplicity": 4,
  "orbital_gap_ev": [6.089, 4.611],
  "charge": -1,
  "s2": 3.842,
  "e_tot_ha": -6371.2052,
  "lumo_energy_ev": [2.165, 1.257],
  "homo_energy_ev": [-3.92, -3.35],
  "species": ["Re", "O", "C", "C", "C", "C", "C", "C", "C", "N", "N", "C", "O", "C", "C", "C", "C", "C", "C", "H", "H", "H", "H", "H", "H", "H", "H", "H", "H", "S", "S", "S", "S", "C", "C", "C", "C", "Si", "Br", "C", "C", "C", "C", "C", "C", "C", "C", "H", "H", "H", "H", "H", "H", "H", "H", "H", "H", "H", "H", "H", "H", "H", "H", "H", "H", "H", "H", "H", "H", "H", "H", "H", "H", "H", "C", "C", "C", "C", "C", "C", "C", "C", "O", "B", "O", "C", "C", "H", "H", "H", "H", "H", "H", "H", "H", "H", "H", "H", "H"],
  "positions_angstrom": [[16.26, -21.09, -4.45], [15.98, -22.95, -4.22], [16.55, -23.72, -3.26], [16.17, -25.03, -3.11], [16.80, -25.95, -2.27], [17.90, -25.58, -1.50], [18.28, -24.24, -1.55], [17.60, -23.23, -2.34], [18.13, -21.93, -2.33], [17.62, -20.93, -2.98], [18.19, -19.66, -2.83], [17.73, -18.79, -3.68], [16.77, -19.08, -4.50], [18.31, -17.41, -3.67], [19.15, -16.95, -2.66], [19.57, -15.62, -2.67], [19.26, -14.76, -3.73], [18.49, -15.26, -4.72], [17.91, -16.58, -4.67], [15.26, -25.35, -3.61], [16.46, -26.95, -2.27], [18.45, -26.32, -0.92], [19.17, -23.97, -1.06], [19.03, -21.79, -1.74], [19.37, -17.56, -1.83], [20.21, -15.28, -1.82], [19.62, -13.71, -3.78], [18.31, -14.66, -5.60], [17.38, -16.94, -5.53], [17.63, -21.47, -6.32], [19.29, -22.03, -9.08], [19.12, -23.80, -8.18], [17.94, -23.48, -6.45], [12.01, -17.32, -9.75], [13.01, -17.85, -8.66], [14.45, -17.77, -9.21], [12.89, -16.88, -7.44], [12.57, -19.68, -8.13], [14.52, -20.20, -6.92], [11.20, -20.07, -6.81], [11.30, -21.53, -6.21], [11.39, -19.05, -5.63], [9.77, -19.91, -7.34], [12.78, -20.97, -9.52], [13.14, -22.31, -8.91], [11.42, -21.14, -10.29], [13.78, -20.63, -10.64], [12.25, -16.24, -10.04], [10.95, -17.31, -9.37], [11.96, -17.94, -10.65], [14.84, -16.76, -9.08], [14.48, -18.02, -10.29], [15.17, -18.38, -8.62], [13.12, -15.86, -7.81], [13.49, -17.21, -6.61], [11.86, -16.88, -7.11], [12.28, -21.73, -5.76], [11.07, -22.33, -6.87], [10.54, -21.61, -5.40], [12.43, -18.88, -5.29], [10.89, -19.43, -4.75], [10.90, -18.06, -5.82], [9.56, -20.55, -8.19], [9.50, -18.86, -7.67], [9.07, -20.15, -6.52], [12.47, -22.54, -8.08], [14.15, -22.40, -8.54], [13.02, -23.06, -9.69], [10.59, -21.30, -9.59], [11.48, -21.98, -10.95], [11.26, -20.23, -10.90], [14.82, -20.74, -10.40], [13.63, -19.66, -11.09], [13.60, -21.35, -11.42], [9.18, -21.17, 0.30], [9.79, -19.72, 0.46], [8.91, -18.70, -0.31], [9.85, -19.31, 1.97], [11.20, -19.68, -0.18], [12.24, -18.87, 0.37], [13.51, -18.72, -0.29], [13.66, -19.38, -1.51], [14.79, -19.47, -2.28], [14.50, -20.47, -3.34], [13.06, -20.87, -3.20], [12.60, -20.19, -2.07], [11.42, -20.40, -1.39], [8.28, -21.24, 0.90], [9.86, -21.91, 0.72], [9.00, -21.36, -0.78], [7.97, -18.62, 0.24], [8.66, -19.00, -1.28], [9.34, -17.72, -0.30], [8.81, -19.34, 2.33], [10.16, -18.26, 2.08], [10.49, -19.93, 2.58], [11.96, -18.29, 1.26], [14.19, -17.91, 0.01], [10.73, -21.11, -1.78]],
  "mulliken_spin": [2.140, 0.024, -0.011, 0.036, -0.062, 0.039, -0.052, 0.033, -0.109, -0.033, 0.013, 0.014, -0.019, -0.002, -0.001, 0.000, 0.000, 0.000, 0.005, 0.001, -0.007, 0.003, -0.003, -0.008, 0.000, 0.000, 0.000, 0.000, -0.001, 0.088, 0.417, 0.340, 0.190, 0.000, 0.002, 0.000, 0.000, 0.012, -0.015, 0.002, 0.000, -0.001, 0.000, 0.002, -0.002, 0.002, -0.003, 0.000, 0.000, 0.000, 0.000, 0.000, 0.001, 0.000, 0.001, 0.000, -0.001, 0.000, 0.000, 0.000, 0.000, 0.000, 0.000, 0.000, 0.000, -0.001, 0.000, 0.000, 0.000, 0.000, 0.000, 0.002, 0.000, 0.000, 0.000, 0.000, 0.000, 0.000, 0.001, -0.001, 0.006, -0.001, 0.027, -0.062, -0.011, -0.001, 0.003, 0.000, 0.000, 0.000, 0.000, 0.000, 0.000, 0.000, 0.000, 0.000, 0.000, 0.000, 0.000]
}

---

(3)
{
  "formula": "C36H49BN9",
  "method": "ωB97M-V with the def2-TZVPD basis set",
  "orbital_gap_ev": 7.512,
  "charge": -1,
  "e_tot_ha": -1918.1193,
  "lumo_energy_ev": 2.380,
  "homo_energy_ev": -5.13,
  "species": ["B", "H", "H", "H", "H", "N", "C", "C", "C", "C", "H", "H", "H", "H", "H", "N", "C", "C", "C", "C", "H", "H", "H", "H", "H", "N", "C", "C", "C", "C", "H", "H", "H", "H", "H", "N", "C", "C", "C", "C", "H", "H", "H", "H", "H", "N", "C", "C", "C", "C", "H", "H", "H", "H", "H", "N", "C", "C", "C", "C", "H", "H", "H", "H", "H", "N", "C", "C", "C", "C", "H", "H", "H", "H", "H", "N", "C", "C", "C", "C", "H", "H", "H", "H", "H", "N", "C", "C", "C", "C", "H", "H", "H", "H", "H"],
  "positions_angstrom": [[-0.25, 0.46, 0.15], [-0.44, 1.51, -0.13], [-0.83, 0.37, 1.26], [-0.68, -0.25, -0.74], [0.87, 0.32, 0.31], [-2.57, -2.44, -4.69], [-3.18, -3.65, -4.98], [-2.79, -4.53, -3.69], [-2.00, -3.65, -2.86], [-1.93, -2.38, -3.52], [-2.79, -1.71, -5.35], [-3.60, -4.02, -5.92], [-3.25, -5.60, -3.55], [-1.62, -3.91, -1.89], [-1.60, -1.28, -3.11], [-0.16, 4.69, -0.40], [-0.19, 5.39, -1.59], [-0.85, 6.76, -1.32], [-1.05, 6.73, 0.21], [-0.61, 5.43, 0.70], [0.09, 3.80, -0.42], [0.11, 4.69, -2.42], [-1.30, 7.46, -2.04], [-1.68, 7.42, 1.03], [-0.55, 4.94, 1.80], [2.18, -3.35, -1.62], [3.13, -4.36, -1.61], [2.57, -5.47, -0.58], [1.24, -4.98, -0.09], [1.05, -3.65, -0.89], [2.32, -2.43, -2.05], [4.13, -4.35, -2.08], [3.04, -6.33, -0.27], [0.67, -5.29, 0.54], [0.16, -2.87, -0.78], [2.10, -0.36, -2.42], [1.80, -1.01, -3.57], [2.98, -1.40, -4.35], [4.17, -1.04, -3.41], [3.49, -0.20, -2.26], [1.51, -0.12, -1.68], [0.64, -1.22, -3.67], [3.04, -2.03, -5.24], [5.12, -1.07, -3.67], [4.03, 0.21, -1.30], [-2.23, -0.96, 3.53], [-3.57, -0.85, 3.71], [-3.90, -1.73, 4.95], [-2.54, -2.34, 5.39], [-1.51, -1.74, 4.48], [-1.57, -0.49, 2.79], [-4.41, -0.18, 3.20], [-4.87, -1.91, 5.35], [-2.50, -2.67, 6.39], [-0.38, -1.55, 4.34], [1.66, 1.50, 2.99], [1.04, 1.26, 4.27], [2.12, 1.57, 5.25], [3.42, 1.80, 4.52], [2.95, 1.64, 3.06], [1.17, 1.31, 2.15], [0.02, 0.82, 4.32], [2.02, 1.52, 6.30], [4.51, 1.88, 4.90], [3.52, 1.71, 2.23], [-5.25, 1.61, 1.47], [-3.93, 1.68, 1.21], [-3.29, 2.67, 2.10], [-4.40, 3.28, 2.94], [-5.65, 2.57, 2.45], [-5.76, 0.74, 0.95], [-3.43, 1.04, 0.52], [-2.09, 2.88, 2.17], [-4.37, 4.22, 3.52], [-6.69, 2.86, 2.88], [0.59, 2.57, -4.87], [-0.29, 1.93, -3.95], [-1.68, 2.68, -4.02], [-1.63, 3.71, -5.14], [-0.15, 3.50, -5.67], [1.54, 2.41, -5.02], [0.12, 1.22, -3.12], [-2.41, 2.30, -3.33], [-2.39, 4.23, -5.42], [0.53, 3.86, -6.47], [3.31, -3.16, 1.74], [2.95, -2.05, 2.43], [3.99, -1.88, 3.61], [4.92, -2.97, 3.38], [4.42, -3.81, 2.24], [2.71, -3.52, 1.03], [2.16, -1.35, 2.24], [4.11, -1.09, 4.34], [5.65, -3.27, 4.07], [4.94, -4.64, 1.71]],
  "mulliken_charge": [2.076, -0.643, -0.731, -0.438, -0.456, -0.026, -0.456, -0.630, -0.069, -0.250, 0.249, 0.341, 0.258, 0.389, 0.234, 0.038, -0.147, -0.662, -0.326, -0.125, 0.222, 0.149, 0.347, 0.203, 0.244, 0.303, -0.358, -0.756, -1.119, -0.230, 0.310, 0.355, 0.508, 0.767, 0.252, 0.302, -0.013, -0.620, -0.907, -0.419, -0.135, 0.125, 0.380, 0.672, 0.292, 0.077, 0.103, -0.535, -0.928, -0.011, -0.080, 0.081, 0.431, 0.350, 0.222, 0.278, -0.525, -0.549, -0.703, -0.423, 0.104, 0.394, 0.411, 0.318, 0.557, -0.044, -0.921, 0.306, -0.620, -0.445, 0.341, 0.609, 0.042, 0.356, 0.292, -0.029, 0.159, -0.419, -0.977, -0.416, 0.209, 0.030, 0.491, 0.571, 0.380, 0.076, -0.510, -0.601, -0.873, -0.359, 0.535, 0.614, 0.417, 0.405, 0.312]
}

---

Which energy relative to the best compared isomer or geometry (same formula, charge and spin) belongs to each record? In order, 1.234, 1.047, 1.147 eV.